[1]
This record from the Open Molecules 2025 dataset describes a molecular structure, C21H35Cl3CoN7O3Te4. The level of theory is the ωB97M-V functional and the def2-TZVPD basis.

Calculated values
- LUMO level (alpha / beta) (eV) = -0.94 / -1.14
- energy (eV) = -143285.87742
- strongest force on any atom (eV/Å) = 0.77
- spin multiplicity = 5

The geometry in XYZ format:
```
74
Properties=species:S:1:pos:R:3:forces:R:3
Te -6.1542 3.9310 3.4184 0.245 -0.163 -0.039
Te -0.9283 1.8597 2.4269 -0.190 0.016 0.126
Te -2.5773 -0.2046 2.5882 0.072 0.215 0.121
Te -3.9021 2.4712 3.1010 -0.380 0.268 -0.032
Co -1.5471 0.4618 0.0672 -0.247 -0.702 0.188
Cl -4.3587 0.1831 -3.7386 -0.028 0.014 0.030
Cl -2.5762 -2.0178 -4.3417 0.056 -0.012 0.006
Cl -4.7604 -2.4055 -2.5059 -0.005 0.016 -0.007
O -1.5976 -0.1565 -2.2249 0.066 0.156 -0.110
O -3.0404 -0.9195 -0.7463 0.096 0.142 -0.047
O -2.7446 1.9900 -0.6003 -0.049 0.018 0.010
N 1.1735 0.7980 -2.1153 -0.007 -0.126 -0.002
N 3.6731 -1.0857 2.0098 -0.056 0.071 -0.035
N -4.9444 2.6141 -0.5168 -0.009 -0.008 -0.017
N 1.6589 -1.4532 -1.9230 -0.004 -0.033 -0.006
N 0.5640 -0.2579 -0.1576 -0.228 0.216 -0.213
N 1.4731 -0.2734 2.4246 -0.192 -0.288 0.010
N 3.2119 1.1924 2.2525 0.196 -0.194 -0.388
C 2.7273 -0.0983 2.2212 0.045 0.201 0.076
C -0.9344 -3.4402 1.0792 -0.004 -0.036 0.030
C 2.4473 2.2581 1.6470 0.019 0.043 0.059
C 2.4631 -2.3899 -1.1702 -0.089 0.101 0.076
C -3.5506 -1.2589 -3.0742 -0.015 0.018 0.025
C 0.2913 -1.4010 0.6380 0.098 0.051 0.031
C 0.4872 2.0325 -1.8036 -0.089 0.068 0.042
C 4.7977 -0.9028 1.1132 0.013 0.060 0.071
C 1.0926 -0.3245 -1.3528 0.052 0.141 0.078
C 0.2578 -2.3454 2.8542 0.046 0.113 0.011
C -0.5257 -2.4442 0.2069 0.141 -0.093 -0.122
C 3.5259 -2.4095 2.5757 -0.028 -0.007 0.020
C -0.5543 -3.3775 2.4121 0.017 -0.044 -0.056
C -5.4988 1.3195 -0.1570 0.032 -0.028 -0.043
C 4.5044 1.5521 2.7840 -0.037 -0.026 0.051
C -2.6436 -0.7490 -1.9172 -0.001 -0.033 0.051
C 1.1382 -1.9598 -3.1807 -0.014 0.034 0.016
C -3.6462 2.8298 -0.6580 0.100 0.034 -0.069
C 0.7218 -1.3603 1.9814 0.339 -0.156 -0.002
C -5.8946 3.6991 -0.6749 -0.013 0.000 0.068
C 2.0039 0.8996 -3.3005 -0.004 -0.054 0.036
H 1.9234 -2.0523 -3.9382 0.001 0.006 0.010
H 2.7942 -1.9301 -0.2438 -0.028 0.013 0.052
H -6.5418 3.7456 0.2018 0.001 0.015 0.026
H 1.2162 2.8179 -1.5847 0.022 0.002 -0.028
H 4.9221 0.7226 3.3489 0.015 -0.026 -0.001
H -0.1524 1.9406 -0.9341 0.096 0.041 -0.039
H 5.7489 -0.8357 1.6509 0.008 0.008 0.002
H -6.5106 3.5389 -1.5619 -0.001 -0.007 0.004
H 2.1637 3.0168 2.3824 -0.027 0.008 0.008
H -5.9955 1.4014 0.8114 -0.001 0.006 0.006
H -0.8471 -2.4638 -0.8259 -0.017 0.031 -0.059
H 0.6997 -2.9501 -3.0196 -0.011 -0.014 -0.005
H -0.1271 2.3414 -2.6525 -0.003 -0.020 0.022
H 4.6643 0.0001 0.5223 -0.005 0.040 -0.001
H 5.2191 1.8467 2.0061 -0.016 -0.019 -0.020
H 2.4971 1.8737 -3.2920 -0.005 -0.011 -0.005
H -3.3986 3.8754 -0.8792 -0.010 0.007 0.010
H 3.3430 -2.6519 -1.7669 0.000 -0.013 0.038
H 3.0281 -3.1141 1.9020 -0.005 -0.002 -0.020
H 0.5341 -2.2708 3.8984 0.007 -0.014 0.009
H 4.5189 -2.7983 2.8125 -0.011 -0.002 0.011
H 4.3883 2.3996 3.4648 0.009 -0.008 0.009
H 3.0397 2.7476 0.8629 0.008 0.000 0.030
H -0.8980 -4.1289 3.1116 0.001 0.015 0.005
H 1.5464 1.8352 1.2073 0.122 0.033 -0.057
H 1.4143 0.8279 -4.2190 -0.013 -0.020 0.009
H 0.3484 -1.3120 -3.5485 -0.034 0.072 -0.035
H -6.2276 1.0162 -0.9099 0.003 -0.022 -0.033
H 2.9501 -2.3534 3.4951 -0.039 -0.009 0.022
H -4.7088 0.5777 -0.0983 0.034 -0.012 -0.015
H 2.7673 0.1293 -3.3029 0.012 -0.059 -0.002
H -5.3700 4.6479 -0.7654 0.005 -0.008 -0.025
H 1.9244 -3.3097 -0.9258 -0.064 -0.030 0.012
H -1.5717 -4.2393 0.7237 -0.003 0.017 0.005
H 4.8638 -1.7482 0.4241 0.004 -0.007 0.010
```
Forces are in eV/Å.

[2]
This record from the Open Molecules 2025 dataset describes a molecular structure, C21H35F12N2O7P2Zr in a non-equilibrium geometry. The level of theory is the ωB97M-V functional and the def2-TZVPD basis.

Calculated values
- LUMO level (eV) = 1.47
- energy (eV) = -92142.46364
- strongest force on any atom (eV/Å) = 3.88
- charge = -1

The geometry in XYZ format:
```
80
Properties=species:S:1:pos:R:3:forces:R:3
Zr -0.9394 0.2940 -0.3767 1.837 -2.909 -1.798
P -1.5406 -3.2792 -1.6020 -1.014 -0.438 -0.850
P -0.2217 0.5414 -4.2043 -0.082 0.725 -0.071
F -2.3402 -2.2963 -2.5803 0.054 0.111 0.146
F -2.7265 -3.1868 -0.5271 -0.034 -0.024 0.132
F 1.3641 0.5447 -3.9449 0.375 0.198 0.099
F -1.8023 0.4984 -4.2896 -0.266 0.143 0.011
F -0.0422 0.9780 -5.7175 0.002 -0.021 -0.310
F -0.1532 -0.9917 -4.5203 0.055 -0.643 -0.003
F -0.2977 -3.2796 -2.5882 0.260 0.050 -0.048
F -0.3642 0.1732 -2.5086 0.293 -0.520 0.670
F -0.7151 -4.1764 -0.5609 0.316 0.093 0.283
F -2.1839 -4.5695 -2.2974 0.089 0.002 0.148
F -0.8650 -1.8605 -0.8688 0.484 0.030 0.159
F -0.2847 2.0926 -3.7356 0.043 0.065 -0.031
O -2.8537 -0.4842 -0.1410 -0.232 0.103 0.184
O -7.4006 0.2696 -0.9323 -1.651 -0.128 0.151
O -1.1001 -0.9042 1.6142 -0.116 0.353 1.027
O -2.2559 1.4960 -1.5329 -0.080 -0.037 1.133
O 1.1537 -0.1525 0.0897 -1.152 1.172 -0.627
O -6.7318 2.5743 -2.2394 -0.594 0.284 0.011
O 0.0580 2.2710 -0.5789 0.128 1.128 -0.078
N -1.3083 1.6065 1.3988 -1.852 2.063 2.135
N 2.1788 -0.7309 0.8313 -0.784 -1.333 1.376
C 1.2283 2.6411 -1.3272 0.546 -0.303 0.054
C -4.4574 2.1173 -1.9708 -0.100 0.441 0.120
C -0.5969 3.4206 -0.0528 -0.438 0.279 0.166
C 1.5899 0.6682 2.7214 0.400 0.154 0.904
C -1.8981 -0.3704 2.6713 0.375 0.325 -0.071
C -3.5497 1.2884 -1.4398 0.454 -0.287 -0.458
C 3.9872 -2.3768 0.9953 0.473 -0.238 0.370
C -3.9181 0.0462 -0.6965 1.009 1.098 0.052
C -6.2471 0.5561 -1.0644 0.975 -0.453 0.119
C 3.4698 1.3710 1.2855 0.348 0.228 -0.532
C 2.7289 0.1413 1.8721 0.419 0.719 -1.023
C 3.0544 -1.6009 0.0564 0.893 -0.211 -0.298
C 2.2620 -2.6488 -0.6720 -0.981 -0.289 -0.973
C -5.1950 -0.2974 -0.5338 -0.239 -0.211 0.461
C 3.8785 -0.8389 -0.9990 -0.221 -0.198 -0.532
C 4.6797 -1.4630 1.9772 0.837 0.594 -0.183
C -5.8668 1.8554 -1.7966 0.689 0.155 -0.577
C -2.3726 1.0201 2.2556 -0.960 -1.082 -0.519
C -0.6032 -2.1864 1.9798 0.606 -0.285 -0.305
C -1.6894 2.9745 0.9447 0.471 0.628 -0.837
C 3.6699 -0.6754 2.7675 -0.830 -0.176 0.432
H -1.2726 -0.2845 3.5676 0.025 -0.227 0.026
H 3.1848 -0.2981 -1.6507 0.085 0.256 0.207
H -2.6430 1.6371 3.1149 0.335 0.098 0.040
H 1.5607 1.7798 -1.8982 -0.130 -0.046 0.046
H 4.1546 -0.0454 3.5194 -0.032 0.267 -0.211
H -1.7007 3.6884 1.7738 -0.012 -0.216 0.156
H 3.4668 -3.1770 1.5350 -0.354 0.297 -0.001
H 4.3703 -1.5463 -1.6738 0.123 -0.021 0.211
H -1.0533 4.0043 -0.8549 0.045 -0.135 -0.126
H 2.0078 1.2864 3.5279 0.046 -0.057 -0.096
H 5.4318 -1.9241 2.6259 -0.364 -0.417 0.041
H 4.5361 1.1964 1.1137 -0.013 -0.041 0.418
H 1.8212 -3.4080 -0.0301 -0.132 0.124 0.261
H -0.0155 -2.1141 2.9000 -0.254 0.068 0.143
H -4.0838 2.9883 -2.4910 -0.321 0.106 -0.139
H 2.0076 2.9169 -0.6119 -0.146 0.137 -0.098
H 2.9875 -1.3231 3.3403 0.357 -0.280 -0.089
H 2.8212 -3.1979 -1.4354 0.429 0.152 0.275
H 3.3525 2.2555 1.9186 0.127 -0.046 0.018
H -5.4626 -1.1312 0.1001 -0.136 -0.139 -0.176
H 4.6358 -0.1775 -0.5840 -0.077 0.111 -0.019
H 0.1411 4.0622 0.4408 0.145 -0.194 0.010
H -0.6545 1.8711 2.1338 0.881 -0.746 -0.662
H -3.2818 0.8709 1.6745 0.081 0.337 -0.160
H 1.0658 -0.1503 3.2176 -0.282 0.020 -0.290
H 1.4706 -2.1827 -1.2478 -0.232 0.038 0.058
H 4.7150 -2.9222 0.3856 0.022 0.217 -0.124
H 0.0887 -2.4998 1.2107 -0.083 -0.047 -0.204
H 1.0238 3.4613 -2.0114 -0.275 -0.029 0.019
H -1.4245 -2.8977 2.0664 -0.031 0.023 0.012
H -2.7285 -1.0499 2.8622 -0.133 0.094 0.078
H 5.2929 -0.7462 1.4102 -0.122 -0.037 -0.005
H 0.9398 1.3103 2.1457 0.026 -0.191 -0.191
H 3.1261 1.6281 0.2791 -0.370 -0.194 0.323
H -2.6635 3.0489 0.4644 -0.034 -0.636 0.028
```
Forces are in eV/Å.